# 1
155
Properties=species:S:1:pos:R:3:lowdin_charge:R:1 method="wB97M-V/def2-TZVPD" e_above_lowest_kcal_mol=0.0 max_force_ev_per_a=5.3 e_homo_ev=-9.6585 homo_lumo_gap_ev=5.738 e_lumo_ev=-3.921 charge=+1
Zr 1.337 -1.590 0.237 1.79
C -2.356 -0.108 -2.992 -0.02
C -2.743 1.397 -2.941 -0.27
C -3.628 1.791 -4.082 -0.20
O -3.871 3.177 -3.958 -0.19
C -4.356 3.743 -5.166 -0.08
N -3.482 1.577 -1.617 0.21
H -4.223 0.889 -1.496 0.15
H -2.779 1.380 -0.864 0.07
H -3.909 2.494 -1.465 0.16
H -1.893 -0.307 -3.954 0.09
H -3.244 -0.733 -2.860 0.08
H -1.704 -0.344 -2.149 0.06
H -1.831 1.981 -2.827 0.13
H -4.566 1.219 -4.082 0.14
H -3.156 1.492 -5.023 0.14
H -5.337 3.358 -5.463 0.09
H -3.643 3.467 -5.949 0.10
H -4.427 4.823 -5.067 0.09
C -2.836 -3.557 -0.952 -0.02
C -3.472 -3.335 0.391 -0.27
C -2.862 -4.186 1.488 -0.19
O -3.347 -3.754 2.741 -0.19
C -2.662 -4.360 3.829 -0.07
N -3.194 -1.892 0.768 0.18
H -2.200 -1.574 0.788 0.04
H -3.675 -1.296 0.087 0.14
H -3.712 -1.591 1.597 0.13
H -3.082 -2.798 -1.694 0.07
H -2.891 -4.572 -1.338 0.10
H -1.789 -3.376 -0.766 0.05
H -4.557 -3.419 0.341 0.15
H -1.773 -4.088 1.546 0.10
H -3.095 -5.243 1.317 0.14
H -3.129 -4.016 4.748 0.09
H -1.589 -4.157 3.886 0.07
H -2.771 -5.446 3.762 0.10
C -2.375 0.357 3.883 -0.02
C -3.257 1.560 3.616 -0.29
C -2.511 2.895 3.741 -0.17
O -3.568 3.847 3.801 -0.19
C -3.048 5.164 4.013 -0.06
N -3.883 1.502 2.259 0.21
H -4.519 0.734 2.039 0.15
H -4.372 2.334 1.914 0.17
H -3.156 1.335 1.522 0.09
H -2.083 0.293 4.930 0.10
H -1.479 0.275 3.263 0.08
H -2.886 -0.603 3.738 0.08
H -4.114 1.614 4.286 0.16
H -1.804 3.093 2.933 0.13
H -2.036 2.846 4.724 0.14
H -2.466 5.241 4.932 0.09
H -3.924 5.798 4.138 0.10
H -2.455 5.498 3.163 0.07
P -0.567 0.113 0.329 0.14
O 0.430 -0.032 -0.825 -0.41
O 0.549 0.012 1.387 -0.42
O -0.769 -1.446 0.406 -0.45
O -1.737 1.104 0.418 -0.34
P 3.795 -1.827 -0.171 0.02
O 3.228 -1.014 1.026 -0.43
O 2.859 -3.035 0.100 -0.47
O 5.257 -2.067 -0.430 -0.31
O 2.837 -1.235 -1.217 -0.44
O 0.417 -3.953 0.584 -0.36
S 0.318 -5.375 0.366 0.65
O -0.514 -6.205 1.195 -0.27
O -0.019 -5.583 -1.204 -0.26
C -0.691 -6.784 -1.637 -0.25
C 0.104 -7.491 -2.701 -0.05
C 2.009 -6.048 0.441 -0.07
H -1.678 -6.482 -2.002 0.11
H -1.016 -7.404 -0.798 0.12
H -0.532 -8.161 -3.283 0.09
H 0.829 -8.178 -2.257 0.08
H 0.623 -6.829 -3.387 0.07
H 2.414 -5.706 1.393 0.07
H 2.622 -5.551 -0.312 0.06
H 2.084 -7.119 0.277 0.08
O 3.532 3.711 0.536 -0.29
S 3.667 3.529 1.954 0.65
O 4.859 3.939 2.656 -0.28
O 2.410 4.310 2.657 -0.27
C 2.673 4.668 4.029 -0.29
C 1.329 4.952 4.656 -0.06
C 3.250 1.804 2.396 -0.10
H 3.263 5.588 4.009 0.12
H 3.321 3.971 4.561 0.11
H 0.695 4.088 4.466 0.07
H 0.932 5.858 4.207 0.08
H 1.447 5.118 5.727 0.08
H 4.066 1.139 2.116 0.07
H 2.314 1.425 1.975 0.04
H 3.205 1.832 3.486 0.05
O -1.008 -2.917 -3.553 -0.26
S 0.341 -2.677 -3.101 0.67
O 0.624 -2.613 -1.695 -0.38
O 1.328 -3.752 -3.767 -0.24
C 2.664 -3.876 -3.264 -0.25
C 3.235 -5.126 -3.908 -0.05
C 0.995 -1.197 -3.928 -0.07
H 2.645 -4.123 -2.200 0.10
H 3.336 -3.034 -3.428 0.13
H 4.231 -5.348 -3.517 0.09
H 3.324 -5.005 -4.987 0.09
H 2.684 -5.999 -3.559 0.06
H 1.813 -0.740 -3.371 0.05
H 0.229 -0.420 -3.966 0.04
H 1.307 -1.401 -4.949 0.09
O -0.804 5.827 1.323 -0.26
S -1.254 4.955 0.273 0.64
O -2.528 4.281 0.393 -0.33
O -1.215 5.814 -1.121 -0.24
C -1.917 5.250 -2.225 -0.30
C -1.643 6.169 -3.391 -0.04
C 0.027 3.711 -0.143 -0.09
H -2.999 5.255 -2.060 0.11
H -1.563 4.232 -2.409 0.10
H -0.559 6.226 -3.523 0.09
H -2.053 7.160 -3.215 0.09
H -1.963 5.760 -4.351 0.08
H 0.136 3.058 0.725 0.06
H 0.938 4.244 -0.397 0.07
H -0.329 2.995 -0.885 0.04
O 1.255 -2.467 2.409 -0.38
S 1.453 -2.508 3.840 0.67
O 0.339 -2.767 4.726 -0.27
O 2.586 -3.591 4.144 -0.25
C 3.818 -3.460 3.409 -0.25
C 4.706 -4.547 3.986 -0.05
C 2.301 -0.998 4.404 -0.08
H 4.277 -2.479 3.542 0.12
H 3.626 -3.580 2.339 0.10
H 5.747 -4.561 3.667 0.09
H 4.376 -5.555 3.720 0.08
H 4.607 -4.486 5.071 0.08
H 2.893 -0.604 3.580 0.04
H 2.899 -1.174 5.294 0.08
H 1.514 -0.279 4.632 0.07
O 0.714 2.292 -3.628 -0.32
S 2.119 2.583 -3.410 0.63
O 3.084 2.345 -4.463 -0.28
O 2.236 4.159 -3.050 -0.29
C 3.578 4.673 -2.896 -0.26
C 3.785 5.766 -3.962 -0.05
C 2.702 1.886 -1.811 -0.08
H 4.347 3.917 -3.047 0.11
H 3.653 5.070 -1.885 0.11
H 4.521 6.478 -3.588 0.08
H 2.818 6.202 -4.200 0.07
H 4.203 5.340 -4.874 0.08
H 1.891 1.847 -1.091 0.04
H 3.527 2.455 -1.397 0.05
H 2.971 0.871 -2.104 0.05


# 2
22
Properties=species:S:1:pos:R:3:mulliken_spin:R:1 method="wB97M-V/def2-TZVPD" e_above_lowest_kcal_mol=16.7 max_force_ev_per_a=1.6 e_homo_ev="-6.8429 / -10.7349" homo_lumo_gap_ev="7.487 / 11.346" multiplicity=2 e_lumo_ev="0.644 / 0.611"
Br 3.477 1.190 1.778 0.00
H 4.050 1.659 0.588 0.00
C -0.352 0.060 -1.164 0.69
C -0.995 1.024 -0.269 0.01
C -1.068 0.683 1.242 0.02
C -1.178 -0.800 1.551 0.01
C -0.086 -1.568 0.827 0.02
C 0.009 -1.277 -0.692 0.01
C 0.409 0.609 -2.337 0.00
H -0.338 1.908 -0.354 0.03
H -1.985 1.424 -0.588 0.07
H -0.130 1.055 1.691 -0.01
H -1.902 1.230 1.693 0.00
H -1.044 -0.940 2.631 0.00
H -2.191 -1.189 1.265 0.00
H 0.884 -1.270 1.263 -0.01
H -0.213 -2.644 0.979 0.00
H -0.431 -2.140 -1.245 0.07
H 1.080 -1.343 -0.953 0.03
H -0.011 0.617 -3.374 0.04
H 0.655 1.665 -2.117 0.01
H 1.360 0.049 -2.415 0.01


# 3
18
Properties=species:S:1:pos:R:3:nbo_charge:R:1 method="wB97M-V/def2-TZVPD" e_above_lowest_kcal_mol=30.5 max_force_ev_per_a=0.5 e_homo_ev=-11.0229 homo_lumo_gap_ev=10.928 e_lumo_ev=-0.095
O 1.336 0.497 -0.685 -0.94
H 0.634 -0.056 -1.044 0.47
H 1.120 0.618 0.248 0.47
O 3.425 0.165 1.856 -0.96
H 3.611 -0.448 1.136 0.49
H 4.204 0.148 2.420 0.49
O -1.666 -0.584 -0.112 -0.96
H -2.546 -0.787 0.225 0.48
H -1.065 -0.834 0.600 0.48
O -2.230 -2.310 -2.514 -0.95
H -2.970 -2.592 -1.969 0.46
H -1.736 -1.694 -1.954 0.48
O -1.697 1.847 -2.232 -0.94
H -1.295 1.619 -1.386 0.48
H -2.321 1.135 -2.404 0.46
O 0.968 1.426 2.429 -0.97
H 0.515 1.012 3.169 0.46
H 1.712 0.838 2.216 0.49


# 4
111
Properties=species:S:1:pos:R:3:lowdin_charge:R:1 method="wB97M-V/def2-TZVPD" e_above_lowest_kcal_mol=77.3 max_force_ev_per_a=2.2 e_homo_ev=-2.0968 homo_lumo_gap_ev=4.912 e_lumo_ev=2.815 charge=-2
Bi 0.027 -0.016 0.326 1.70
Br 0.987 -3.614 4.162 0.77
C 0.909 -4.008 2.310 -0.59
C 1.234 -5.302 1.873 -0.18
C 1.182 -5.636 0.551 -0.63
Br 1.617 -7.419 0.029 0.69
C 0.790 -4.680 -0.416 -0.19
C 0.607 -4.913 -1.801 -0.03
C 0.138 -3.920 -2.609 -0.04
C -0.108 -2.654 -2.044 -0.16
N 0.113 -2.404 -0.791 0.00
C 0.514 -3.381 0.041 -0.20
C 0.543 -2.995 1.435 -0.48
O 0.249 -1.798 1.789 -0.29
H 1.529 -6.041 2.605 0.09
H 0.825 -5.894 -2.204 0.08
H -0.029 -4.086 -3.665 0.10
H -0.514 -1.839 -2.645 0.07
C -5.238 2.473 1.822 -0.10
C -3.818 2.110 1.385 -0.21
C -2.791 2.275 2.486 -0.17
C -2.848 3.404 3.300 -0.08
C -2.018 3.538 4.404 -0.11
C -1.136 2.520 4.715 -0.10
C -1.029 1.384 3.916 -0.20
C -0.117 0.269 4.359 -0.21
C -0.731 -0.512 5.525 -0.10
C -1.830 1.291 2.776 -0.20
N -1.732 0.122 1.934 -0.06
C -2.537 -0.853 2.279 -0.10
C -2.816 -2.057 1.633 -0.35
C -3.662 -3.070 2.157 -0.08
C -3.669 -4.071 1.207 -0.11
C -2.832 -3.598 0.149 -0.19
N -2.322 -2.405 0.401 0.06
H -5.945 2.147 1.057 0.06
H -5.374 3.546 1.973 0.05
H -5.495 1.972 2.759 0.08
H -3.542 2.704 0.509 0.08
H -3.815 1.082 1.038 0.06
H -3.570 4.179 3.072 0.10
H -2.070 4.428 5.022 0.09
H -0.493 2.601 5.586 0.10
H 0.834 0.702 4.672 0.09
H 0.096 -0.415 3.540 0.07
H -0.965 0.147 6.367 0.06
H -0.043 -1.284 5.874 0.03
H -1.655 -1.010 5.220 0.07
H -3.103 -0.691 3.200 0.14
H -4.171 -3.046 3.111 0.09
H -4.193 -5.015 1.242 0.07
H -2.619 -4.106 -0.786 0.09
Cl 2.970 -1.337 0.689 0.80
C 3.312 -0.196 1.951 -0.57
C 4.514 -0.380 2.607 -0.17
C 4.922 0.496 3.604 -0.14
C 4.076 1.552 3.907 -0.16
C 2.870 1.708 3.250 -0.58
Cl 1.900 3.093 3.727 0.73
C 2.379 0.860 2.210 -0.51
N 1.227 1.169 1.598 -0.25
H 5.132 -1.218 2.311 0.09
H 5.866 0.365 4.115 0.08
H 4.336 2.273 4.672 0.08
Se -5.078 -0.398 -1.626 0.39
C -3.425 0.190 -1.192 -0.96
N -2.370 0.623 -0.956 -0.05
Cl 5.505 -1.587 -3.075 0.58
C 4.483 -0.302 -2.392 -0.99
Cl 5.185 0.332 -0.885 0.61
C 3.008 -0.740 -2.209 -0.82
O 2.671 -1.882 -2.403 0.04
O 2.277 0.290 -1.952 -0.27
H 4.506 0.522 -3.096 0.04
C -1.845 4.619 -0.652 -0.33
As -0.365 3.466 -0.055 1.05
C 1.068 4.396 -1.027 -0.35
C -0.082 4.385 1.650 -0.35
H -1.491 5.651 -0.712 0.02
H -2.641 4.559 0.091 0.00
H -2.248 4.300 -1.612 -0.01
H 1.136 5.419 -0.652 0.01
H 0.873 4.411 -2.099 -0.01
H 2.009 3.875 -0.850 0.02
H -0.657 5.312 1.656 0.02
H 0.980 4.599 1.766 -0.02
H -0.387 3.743 2.477 -0.04
Ge 0.478 0.713 -2.871 1.00
C 1.244 -0.042 -4.516 -0.28
C 0.675 -1.084 -5.245 -0.10
C 1.267 -1.553 -6.411 -0.09
C 2.434 -0.972 -6.884 -0.10
C 2.991 0.097 -6.194 -0.09
C 2.401 0.553 -5.023 -0.12
C -1.326 1.124 -3.479 -0.35
C -1.536 2.488 -3.638 -0.15
C -2.683 2.949 -4.276 -0.09
C -3.623 2.046 -4.748 -0.09
C -3.421 0.682 -4.573 -0.12
C -2.281 0.222 -3.936 -0.15
H 1.092 2.105 -2.719 0.02
H -0.244 -1.549 -4.912 0.08
H 0.813 -2.376 -6.950 0.10
H 2.911 -1.352 -7.779 0.09
H 3.896 0.569 -6.560 0.10
H 2.840 1.392 -4.494 0.10
H -0.801 3.199 -3.280 0.06
H -2.844 4.014 -4.385 0.10
H -4.526 2.402 -5.227 0.10
H -4.167 -0.028 -4.902 0.09
H -2.178 -0.841 -3.757 0.09